# 1
Entry from the OMol25 dataset: C9H11NO as an isolated structure in a non-equilibrium geometry (ωB97M-V with the def2-TZVPD basis set).

Positions of all 22 atoms, in Å:
O -2.015 -2.082 -0.052
N 1.957 -0.971 -0.356
C -0.293 -0.402 -0.208
C 0.673 -1.590 -0.003
C -0.958 1.830 -0.335
C -2.599 0.132 0.133
C 2.247 0.113 0.408
C -2.252 1.432 0.077
C 1.484 1.395 -0.104
C 0.075 0.907 -0.214
C -1.584 -0.838 -0.010
H 0.365 -2.106 1.036
H 3.300 0.421 0.582
H -1.258 -2.784 -0.771
H -3.098 2.117 0.199
H 1.909 -0.142 1.406
H 1.516 2.283 0.596
H -0.789 2.835 -0.463
H -3.570 -0.226 0.569
H 0.575 -2.269 -0.996
H 2.604 -1.806 -0.301
H 1.711 1.751 -1.193

Force components x, y, z for each atom (eV/Å):
O 3.22 -5.27 -2.91
N 0.98 -5.80 -1.52
C 0.35 -3.89 1.78
C -1.03 0.88 -2.80
C -1.57 -1.88 1.86
C -0.48 -2.42 1.84
C 1.59 4.28 2.37
C -0.14 1.61 -1.49
C -0.08 -0.47 -1.11
C -1.05 2.00 -0.76
C -1.82 2.97 -1.31
H 1.49 0.79 -2.09
H -0.25 -0.82 -0.74
H -3.27 3.40 3.43
H 0.67 0.29 -0.06
H -0.32 0.80 0.92
H 0.20 -1.13 -0.73
H 0.66 2.23 -0.19
H 0.80 0.52 -0.94
H -0.37 0.59 2.54
H -0.12 1.99 -0.07
H 0.50 -0.69 1.99

Results
HOMO ... -0.29501 Eh
Total charge ... 0
Energy relative to the best compared isomer or geometry (same formula, charge and spin) ... 3.623 eV

***

# 2
Entry from the OMol25 dataset: C3HBr4O2 as an isolated structure in a non-equilibrium geometry (ωB97M-V with the def2-TZVPD basis set).

Positions of all 10 atoms, in Å:
Br -0.848 -1.950 -0.149
Br -2.924 1.236 -2.163
Br -0.740 -0.795 -3.466
Br 0.713 1.811 -2.402
O 1.631 -0.993 1.658
O 2.624 -1.679 -0.231
C 0.069 -0.252 -0.775
C 2.054 -1.318 0.669
C -0.243 0.184 -1.993
H 0.075 0.536 -0.080

Force components x, y, z for each atom (eV/Å):
Br 0.76 1.48 -0.55
Br -0.36 0.37 0.25
Br 0.15 -0.63 -0.44
Br -0.43 -0.05 -0.05
O -2.01 1.53 3.94
O 1.89 -1.35 -3.71
C -2.58 -1.79 -0.28
C 0.65 -0.27 0.02
C 1.39 0.31 -0.66
H 0.53 0.39 1.47

Results
HOMO ... -0.14766 Eh
Total charge ... -1
Energy relative to the best compared isomer or geometry (same formula, charge and spin) ... 0.637 eV

***

# 3
Entry from the OMol25 dataset: C4H10N2O2 as an isolated structure in a non-equilibrium geometry (ωB97M-V with the def2-TZVPD basis set).

Positions of all 18 atoms, in Å:
O 0.813 -0.376 1.449
O -0.889 1.427 1.172
N 2.118 1.347 -0.455
N 1.831 -0.020 -0.607
C -1.803 -1.255 0.167
C -0.990 1.116 -0.038
C -0.926 -0.228 -0.519
C 0.848 -0.660 0.142
H 2.354 1.542 0.514
H -2.838 -1.155 -0.167
H 0.805 -1.726 -0.088
H -1.776 -1.124 1.247
H -0.990 1.918 -0.797
H 1.294 1.901 -0.678
H 0.141 0.408 1.618
H -0.885 -0.315 -1.603
H -1.473 -2.271 -0.060
H 2.365 -0.529 -1.294

Force components x, y, z for each atom (eV/Å):
O -0.61 0.79 0.68
O -0.58 -0.08 -1.07
N -0.08 -0.45 -0.05
N 0.19 0.05 0.13
C 0.00 -0.02 -0.01
C 0.39 0.55 0.78
C 1.24 -0.73 0.76
C -1.29 0.58 -1.23
H -0.01 -0.12 -0.04
H 0.00 -0.06 0.04
H 0.13 0.05 0.04
H -0.01 0.00 0.00
H 0.02 0.12 0.14
H 0.06 -0.06 -0.07
H 0.77 -0.99 -0.25
H -0.03 0.07 0.06
H -0.01 0.02 -0.01
H -0.16 0.27 0.10

Results
HOMO ... -0.31767 Eh
Total charge ... 0
Energy relative to the best compared isomer or geometry (same formula, charge and spin) ... 3.811 eV

***

# 4
Entry from the OMol25 dataset: one molecule with the formula C4H9NO2 (ωB97M-V with the def2-TZVPD basis set).

Positions of all 16 atoms, in Å:
O -0.118 1.589 -1.081
O 1.897 -1.558 1.615
N 1.082 0.566 1.474
C 1.222 -0.723 1.041
C 0.452 -1.009 -0.243
C -1.026 -0.566 -0.183
C -1.290 0.813 -0.861
H -1.914 1.426 -0.204
H 1.693 0.868 2.217
H 0.581 -2.058 -0.508
H -1.663 -1.324 -0.654
H 1.001 -0.463 -1.027
H -1.342 -0.507 0.865
H 0.713 1.263 0.836
H -1.834 0.673 -1.807
H 0.545 1.007 -1.479

Force components x, y, z for each atom (eV/Å):
O 0.14 -0.07 0.03
O -0.25 0.25 -0.13
N 0.16 0.00 0.02
C 0.11 -0.02 -0.05
C 0.09 -0.05 -0.11
C 0.00 0.10 -0.04
C -0.28 -0.19 0.10
H 0.02 -0.10 -0.18
H -0.09 -0.05 -0.04
H -0.14 0.03 0.27
H 0.18 0.19 0.04
H -0.06 -0.38 0.09
H 0.14 -0.08 -0.21
H 0.08 -0.12 0.14
H 0.17 0.03 0.15
H -0.27 0.47 -0.09

Results
HOMO ... -0.35684 Eh
Structure (SMILES) ... NC(=O)CCCO
Total charge ... 0
Energy relative to the best compared isomer or geometry (same formula, charge and spin) ... 0.878 eV

***

# 5
Entry from the OMol25 dataset: a 2-piece molecular cluster, C2H3N3O3 overall in a non-equilibrium geometry (ωB97M-V with the def2-TZVPD basis set).

Positions of all 11 atoms, in Å:
O 0.070 3.199 -1.798
O 0.813 -0.940 0.847
O -1.227 -0.911 -0.256
N -1.425 0.450 2.733
N 0.445 1.178 -0.761
N -0.981 -0.009 1.841
C -0.471 -0.506 0.799
C 0.483 2.286 -1.207
H -0.801 -0.492 -1.052
H 1.020 0.410 -0.349
H 0.836 -1.811 0.542

Force components x, y, z for each atom (eV/Å):
O 1.02 1.43 0.10
O 1.07 2.20 0.69
O 0.49 0.40 -0.85
N -2.43 2.73 4.99
N 1.77 -1.55 0.85
N 1.73 -2.33 -4.09
C -0.83 -1.01 -0.23
C -1.97 -0.70 -1.11
H -0.88 -0.22 0.75
H -0.06 1.58 -0.46
H 0.10 -2.54 -0.63

Results
HOMO ... -0.29085 Eh
Total charge ... 0
Energy relative to the best compared isomer or geometry (same formula, charge and spin) ... 2.170 eV

***

# 6
Entry from the OMol25 dataset: one molecule with the formula C3H3F3O in a non-equilibrium geometry (ωB97M-V with the def2-TZVPD basis set).

Positions of all 10 atoms, in Å:
F -2.101 2.042 0.155
F -1.324 1.761 2.161
F 1.255 1.331 1.055
O -1.561 -0.163 0.785
C 0.157 1.177 0.187
C -0.367 -0.369 0.104
C -1.267 1.353 0.928
H 0.375 -0.899 0.717
H 0.328 1.892 -0.496
H -0.525 -0.945 -0.770

Force components x, y, z for each atom (eV/Å):
F -0.31 0.11 0.28
F -0.14 0.18 0.42
F -0.97 -0.57 -0.40
O -0.43 3.88 0.99
C -1.92 -3.35 4.26
C 2.61 1.22 0.72
C 1.06 -3.30 -1.67
H -0.13 -0.09 0.01
H 0.18 1.90 -3.26
H 0.04 0.04 -1.37

Results
HOMO ... -0.40392 Eh
Structure (SMILES) ... F[C@H]1COC1(F)F
Total charge ... 0
Energy relative to the best compared isomer or geometry (same formula, charge and spin) ... 1.677 eV

***

Question: What is the HOMO in the sixth record?
Answer: -0.40392 Eh